An isolated molecule of C21H17FN4 at a distorted geometry. Source: the Open Molecules 2025 dataset; level of theory: the ωB97M-V functional and the def2-TZVPD basis.

The geometry in XYZ format:
```
43
Properties=species:S:1:pos:R:3:forces:R:3:mulliken_charge:R:1
F -0.5774 -2.8099 -0.3535 0.7 -0.2 0.7 -0.32
N 2.7600 -0.4323 1.9001 -0.6 -1.2 -2.4 -0.41
N 3.5677 -1.6306 1.8668 -1.3 3.1 0.9 -0.73
C 1.8979 -0.4571 0.8614 3.7 -2.9 2.5 -0.37
C 3.1614 -2.3453 0.8844 -0.4 -0.9 -0.1 0.45
C -4.7392 4.8435 1.7398 0.7 -2.2 -1.4 -0.29
C 0.6196 -2.5392 -3.7622 -0.1 0.2 2.1 -0.41
C -3.4030 5.3810 1.7783 -3.2 -1.3 0.5 -0.80
C -5.0730 3.5549 1.1681 3.7 1.5 0.7 -0.67
C 1.8796 -1.9235 -3.5934 0.0 -1.6 -3.7 -0.52
C -0.0827 -2.8741 -2.6141 0.5 0.7 0.2 -0.57
C -0.5338 0.0565 0.8775 0.3 -0.2 0.0 -0.42
C 0.9207 1.8539 0.5723 -0.1 0.8 -0.9 -0.51
C -2.3625 4.5313 1.5467 1.5 -1.6 -1.7 -0.30
C -3.9410 2.8319 0.6892 0.6 1.0 1.0 -0.34
C -1.6163 0.9106 0.8363 -0.9 0.7 0.0 -0.77
C -0.1279 2.7828 0.4863 -0.8 -2.0 0.2 -0.95
C 2.3860 -1.6747 -2.3738 -0.7 -1.3 2.9 -0.29
C 0.3444 -2.6003 -1.2888 1.3 1.1 -2.8 0.68
C 0.7948 0.4733 0.7561 -1.8 1.8 -0.8 0.35
C -2.5714 3.2687 0.8958 -1.8 -0.5 0.3 0.45
C -1.4170 2.2957 0.6368 -1.3 0.4 1.3 1.11
C 1.6222 -2.0134 -1.1430 -0.1 -0.3 -1.0 -0.24
N 2.1304 -1.7496 0.1638 -0.4 1.9 0.6 0.48
N 3.6895 -3.6161 0.8162 1.3 -1.4 1.0 -0.20
C 3.3158 -4.7490 -0.0426 -0.6 1.0 -0.9 -0.74
H -5.5366 5.3014 2.2474 -0.8 1.2 0.3 0.38
H 0.1445 -2.7631 -4.6984 0.3 0.0 -0.4 0.41
H -3.3593 6.3877 2.1335 0.6 0.3 0.4 0.39
H -6.0439 3.0826 1.2141 -0.1 0.3 -0.1 0.38
H 2.5157 -1.9480 -4.5633 -0.9 0.8 2.0 0.23
H -1.0459 -3.2889 -2.7123 -1.1 -0.5 -0.1 0.42
H -0.6291 -0.9785 1.0563 -0.7 -1.0 0.2 0.63
H 1.8286 2.2966 0.3059 1.8 0.2 0.1 0.41
H -1.3158 4.7670 1.7967 -0.7 0.2 -0.2 0.41
H -4.1180 1.8312 0.3413 0.1 -0.2 -0.5 0.35
H -2.6732 0.5866 1.0205 1.4 -0.1 -0.2 0.16
H -0.0709 3.8287 0.2647 0.9 0.3 0.0 0.61
H 3.4437 -1.4920 -2.3412 0.2 0.6 0.6 0.43
H 4.5116 -3.7960 1.5137 -2.5 0.8 -1.9 0.31
H 3.6963 -5.6806 0.3401 0.4 -0.1 0.4 0.33
H 3.7908 -4.5466 -1.0079 -0.3 -0.5 -0.2 0.29
H 2.2165 -4.9571 -0.2156 1.0 0.8 0.5 0.20
```
Positions in Å, forces in eV/Å.

Calculated values
ΔE to the lowest compared entry with this formula, charge and spin = 253.2 kJ/mol
largest force on an atom = 5.280 eV/Å
2S+1 = 1
HOMO = -0.291 hartree
Kohn-Sham gap = 8.367 eV
charge = 0
LUMO energy = 0.0161 hartree


A cluster of 2 separate species, C2H11N2O in total at a distorted geometry. Source: the Open Molecules 2025 dataset; level of theory: the ωB97M-V functional and the def2-TZVPD basis.

The geometry in XYZ format:
```
16
Properties=species:S:1:pos:R:3:forces:R:3:mulliken_charge:R:1
C 1.1126 0.2232 -0.8804 2.0 -0.5 -1.5 -0.12
N 1.4556 1.5907 -0.3588 -3.9 -2.9 -0.3 -0.66
C 0.9804 -1.0115 0.0468 -3.1 0.7 -0.5 -1.60
N -0.0854 -0.6303 1.0903 0.4 0.8 -2.4 -1.67
H 0.2661 0.1230 -1.6799 1.3 1.0 1.8 0.45
H 2.0070 -0.0263 -1.4571 0.0 -0.3 -0.5 0.26
H 0.7676 2.2670 -0.5901 0.0 0.8 0.1 0.24
H 2.3602 1.8361 -0.1340 1.9 0.4 0.1 0.25
H 0.4953 -1.8086 -0.5193 0.1 -0.1 -0.4 0.28
H 1.7557 -1.5141 0.5849 1.1 0.6 0.2 0.58
H -0.2196 -1.5180 1.6470 -0.2 0.5 0.9 1.11
H -1.0278 -0.3549 0.5701 1.6 -0.5 1.1 0.40
H 0.4520 0.2343 1.3981 -1.2 -0.5 1.3 0.72
H -3.1726 0.6537 -0.4230 0.5 -1.2 0.6 0.38
H -3.2358 -0.2750 0.7937 -1.0 -0.2 1.9 0.42
O -2.8246 -0.2013 -0.0387 0.5 1.5 -2.4 -1.03
```
Positions in Å, forces in eV/Å.

Calculated values
ΔE to the lowest compared entry with this formula, charge and spin = 130.0 kJ/mol
largest force on an atom = 4.809 eV/Å
2S+1 = 2
HOMO (spin up / spin down) = -0.112 / -0.351 hartree
Kohn-Sham gap (spin up / spin down) = 3.959 / 10.077 eV
charge = 0
LUMO energy (spin up / spin down) = 0.0336 / 0.0189 hartree


The ion C13H16BrN3 with charge +2. Source: the Open Molecules 2025 dataset; level of theory: the ωB97M-V functional and the def2-TZVPD basis.

The geometry in XYZ format:
```
33
Properties=species:S:1:pos:R:3:forces:R:3:mulliken_charge:R:1
N 3.4472 -0.8881 0.4603 -0.4 -0.3 -0.2 -0.47
C 4.1527 -1.2191 -0.7814 0.2 0.4 0.2 -0.76
C 3.2223 -1.0919 -1.9749 0.0 -0.2 0.1 -0.46
C 1.9201 -1.8823 -1.8279 0.2 0.0 -0.4 -0.89
N 0.8335 -1.1478 -1.1249 -0.1 0.0 0.2 0.11
C 0.1476 -0.2021 -1.7884 0.1 0.0 0.0 -0.29
C -0.8556 0.5027 -1.1760 -0.3 0.1 0.2 -0.73
C -1.1666 0.2297 0.1572 0.1 -0.1 0.0 0.93
C -2.2433 0.9780 0.8567 -0.1 0.0 0.0 0.57
C -2.0465 1.4711 2.1468 0.1 -0.2 -0.2 -0.67
C -3.0576 2.1475 2.7823 0.0 0.0 0.1 -0.19
N -4.2340 2.3302 2.1596 0.0 0.0 0.0 -0.23
Br -5.5894 3.2385 3.0501 0.0 0.0 0.0 0.20
C -4.4627 1.8745 0.9141 -0.2 0.2 0.1 -0.21
C -3.4789 1.1977 0.2439 0.4 -0.1 -0.1 -0.68
C -0.4497 -0.7646 0.8184 -0.2 0.3 0.0 -0.71
C 0.5452 -1.4415 0.1525 0.1 -0.1 -0.1 -0.22
H 3.0223 0.0287 0.3831 0.3 0.2 0.1 0.19
H 4.0824 -0.8705 1.2468 0.0 0.0 0.0 0.26
H 5.0164 -0.5670 -0.9387 0.0 -0.1 -0.1 0.37
H 4.5365 -2.2369 -0.7135 -0.1 -0.1 0.0 0.39
H 3.7292 -1.4937 -2.8526 0.0 0.1 0.0 0.35
H 3.0102 -0.0401 -2.1871 -0.1 0.0 0.0 0.36
H 1.5284 -2.1154 -2.8169 -0.1 -0.1 0.1 0.47
H 2.0764 -2.8132 -1.2901 0.0 0.0 0.0 0.36
H 0.4209 -0.0274 -2.8189 0.1 -0.1 0.0 0.48
H -1.3875 1.2617 -1.7320 0.0 0.0 0.0 0.55
H -1.1091 1.3426 2.6698 0.0 0.0 0.0 0.53
H -2.9482 2.5414 3.7825 -0.1 0.1 0.0 0.44
H -5.4360 2.0696 0.4875 0.0 0.0 0.1 0.44
H -3.6884 0.8277 -0.7499 0.0 0.0 0.0 0.53
H -0.6715 -1.0241 1.8440 0.0 -0.1 0.0 0.55
H 1.1334 -2.2161 0.6177 0.1 0.0 0.0 0.42
```
Positions in Å, forces in eV/Å.

Calculated values
ΔE to the lowest compared entry with this formula, charge and spin = 0.0 kJ/mol
largest force on an atom = 0.494 eV/Å
2S+1 = 1
HOMO = -0.552 hartree
Kohn-Sham gap = 7.003 eV
charge = +2
LUMO energy = -0.2948 hartree


An isolated molecule of C5H2O. Source: the Open Molecules 2025 dataset; level of theory: the ωB97M-V functional and the def2-TZVPD basis.

The geometry in XYZ format:
```
8
Properties=species:S:1:pos:R:3:forces:R:3:mulliken_charge:R:1
O -0.4482 0.3636 0.2174 0.1 0.1 -0.2 -0.21
C 0.8104 -0.0638 0.0144 -0.2 -0.2 0.2 -0.65
C -0.8231 1.4271 -0.4789 -0.2 0.4 -0.3 0.09
C -1.2744 2.3389 -1.1115 0.2 -0.4 0.3 -0.16
C 0.9360 -1.3118 0.6868 0.1 -0.5 0.1 0.02
C 1.1618 -2.4438 1.0562 -0.1 0.5 -0.1 0.13
H -1.6614 3.1427 -1.6947 0.1 -0.1 0.1 0.38
H 1.3222 -3.4487 1.3822 0.0 0.2 0.0 0.40
```
Positions in Å, forces in eV/Å.

Calculated values
ΔE to the lowest compared entry with this formula, charge and spin = 317.5 kJ/mol
largest force on an atom = 0.582 eV/Å
2S+1 = 1
HOMO = -0.347 hartree
Kohn-Sham gap = 8.504 eV
charge = 0
LUMO energy = -0.0345 hartree


An isolated molecule of C5H8N2. Source: the Open Molecules 2025 dataset; level of theory: the ωB97M-V functional and the def2-TZVPD basis.

The geometry in XYZ format:
```
15
Properties=species:S:1:pos:R:3:forces:R:3:mulliken_charge:R:1
C -2.3967 -0.2096 0.0480 -0.1 0.0 0.0 -1.12
C -0.9248 0.0592 -0.0516 0.0 0.1 0.0 0.89
C -0.3443 1.2776 -0.2818 -0.2 0.0 0.0 -0.90
N 1.0231 1.1132 -0.2614 0.1 -0.1 -0.1 -0.04
C 1.3223 -0.1992 -0.0231 -0.2 0.1 0.0 0.24
N 2.6859 -0.5584 0.0447 0.0 -0.1 0.1 -0.59
C 0.1403 -0.8862 0.1129 0.1 0.0 0.0 -0.77
H -2.7433 -0.8761 -0.7505 0.1 0.1 0.1 0.26
H -2.6588 -0.6795 1.0032 0.1 0.1 -0.1 0.28
H -2.9652 0.7237 -0.0276 0.1 -0.1 0.0 0.31
H -0.7899 2.2525 -0.4247 0.1 -0.2 0.0 0.37
H 1.7075 1.7776 -0.5824 -0.1 0.0 0.1 0.24
H 3.0939 -0.2425 0.9195 0.0 -0.1 -0.1 0.24
H 2.8078 -1.5616 -0.0109 0.0 0.1 0.0 0.26
H 0.0344 -1.9428 0.3295 0.1 0.2 0.0 0.34
```
Positions in Å, forces in eV/Å.

Calculated values
ΔE to the lowest compared entry with this formula, charge and spin = 9.5 kJ/mol
largest force on an atom = 0.202 eV/Å
2S+1 = 1
HOMO = -0.279 hartree
Kohn-Sham gap = 8.629 eV
charge = 0
LUMO energy = 0.0382 hartree


A structure of composition C16H38HgO14S3 at a distorted geometry. Source: the Open Molecules 2025 dataset; level of theory: the ωB97M-V functional and the def2-TZVPD basis.

The geometry in XYZ format:
```
72
Properties=species:S:1:pos:R:3:forces:R:3:mulliken_charge:R:1
Hg 1.6115 0.3062 1.4896 3.8 0.6 2.0 2.84
C 2.9286 -3.0146 1.5654 1.0 -1.4 -0.5 -1.24
C 3.6870 -2.2904 0.4069 -1.1 3.2 2.6 0.46
C 3.3104 -2.6773 -1.0100 0.2 -0.7 -1.2 -1.07
O 3.6270 -0.8885 0.6946 -0.7 -1.7 -1.4 -0.77
H 1.8538 -2.9062 1.7102 0.1 0.4 -0.5 -0.20
H 3.4124 -2.9016 2.5356 0.0 1.1 0.0 0.32
H 3.1719 -4.0710 1.4512 -0.5 -0.9 -0.4 0.57
H 4.7359 -2.5395 0.5679 0.5 -0.7 -0.2 0.24
H 3.2386 -3.7478 -1.2024 -0.3 -0.7 0.5 0.40
H 4.1110 -2.4669 -1.7192 0.4 0.7 0.1 0.39
H 2.4322 -2.2545 -1.4979 -0.4 0.4 0.7 -0.08
C -1.2639 -0.5952 4.9680 0.8 -0.7 -1.3 -0.93
C -0.0580 -1.2349 4.2127 0.9 0.7 -1.7 0.25
C -0.5261 -2.5146 3.4837 -0.9 0.0 -0.8 -1.15
O 0.5979 -0.3645 3.3668 -1.0 -0.2 0.8 -0.61
H -1.7039 -1.4801 5.4277 -0.6 0.5 0.8 0.45
H -1.9095 -0.1913 4.1881 -0.3 -0.1 0.0 -0.19
H -0.9756 0.2443 5.6006 0.1 -0.4 0.3 0.38
H 0.6543 -1.6042 4.9504 0.3 -0.1 0.8 0.07
H -1.3026 -3.0338 4.0455 0.2 -0.6 0.4 0.47
H 0.2400 -3.1693 3.0683 0.5 -0.1 0.9 0.29
H -1.0326 -2.3163 2.5392 -0.4 0.9 -0.1 -0.01
C 3.4102 2.4576 2.0445 5.9 -2.1 -3.0 0.60
O 3.4125 1.3381 2.4983 -0.9 -7.8 9.5 -0.70
O 4.5350 2.9727 1.9335 3.1 5.4 2.1 -0.87
O 2.7548 2.3834 1.0404 -9.0 4.3 -8.5 -0.65
O 0.2388 -1.2589 0.4307 -3.9 -1.8 -3.2 -0.23
S -0.9005 -1.4324 -0.5210 1.7 2.1 1.9 0.38
O -2.1134 -0.5805 -0.2945 2.4 -2.6 -1.2 -0.68
O -0.2296 -1.0919 -2.0085 -0.2 -0.1 2.4 0.19
C -1.0827 -0.8769 -3.1163 0.3 -0.8 0.0 0.03
C -0.8729 -2.0924 -3.9812 -0.9 -1.2 -0.3 -1.34
C -1.3061 -3.2773 -0.6623 0.3 1.6 0.9 -1.19
H -0.7722 0.0156 -3.6595 0.0 0.1 0.4 -0.21
H -2.0767 -0.7438 -2.6892 -0.4 0.0 -0.7 0.51
H -1.5578 -2.0813 -4.8290 0.3 0.0 -0.4 0.38
H -1.0890 -3.0273 -3.4642 -0.6 0.1 0.4 0.26
H 0.1527 -2.3475 -4.2480 0.2 1.0 -0.4 0.29
H -0.3672 -3.8236 -0.5724 0.1 0.3 -0.6 0.30
H -1.9054 -3.4619 -1.5539 0.1 0.0 0.2 0.41
H -1.8200 -3.4898 0.2751 -0.4 0.2 -0.1 0.47
O -1.7240 3.7943 1.7448 0.2 -2.4 -0.4 -0.65
S -1.5759 2.4390 1.1815 0.6 0.4 -0.4 0.83
O -0.2793 1.7355 1.1194 -4.4 2.1 0.3 -0.58
O -2.7302 1.4286 1.9132 1.4 1.3 -1.1 -0.14
C -4.0559 1.9415 2.1548 -0.6 -0.5 -0.2 -0.28
C -4.2282 2.1975 3.6025 1.3 0.9 0.6 -1.10
C -2.2928 2.6212 -0.5326 0.2 -0.6 0.8 -0.82
H -4.7499 1.1255 1.9529 0.1 0.0 -1.0 0.33
H -4.2964 2.8709 1.6386 0.2 -0.3 -0.6 0.31
H -5.2346 2.4699 3.9202 -0.1 -0.4 -0.1 0.38
H -3.6090 3.0865 3.7229 0.2 0.0 0.9 0.27
H -3.7780 1.3354 4.0946 -0.3 0.2 0.6 0.20
H -2.5881 1.6261 -0.8653 0.0 0.1 0.1 0.21
H -1.5558 3.0275 -1.2253 0.3 0.0 0.5 0.16
H -3.1433 3.2993 -0.4623 0.1 -0.1 0.1 0.45
O 2.4793 2.8475 -1.9116 -0.8 -2.3 -0.8 -0.67
S 1.8869 1.5182 -2.0691 1.5 1.1 2.6 0.84
O 1.5995 0.6925 -0.8861 -0.1 1.9 -4.4 -0.53
O 0.4894 1.7962 -2.9178 0.2 0.3 -0.7 -0.04
C 0.5344 2.7613 -4.0075 -0.2 0.5 -0.7 -0.42
C -0.8536 3.3651 -4.2341 0.0 -0.8 1.5 -1.33
C 2.8754 0.5465 -3.3059 -0.9 0.9 0.8 -1.00
H 0.8752 2.3740 -4.9676 -0.1 -1.3 0.0 0.32
H 1.2672 3.5645 -3.9299 0.0 0.0 1.2 0.52
H -1.1317 3.9315 -3.3453 0.3 0.9 -0.3 0.35
H -1.6335 2.6098 -4.1367 0.1 -0.5 -0.8 0.29
H -0.9061 3.9105 -5.1764 -0.1 0.1 0.2 0.37
H 2.1940 -0.0920 -3.8682 0.1 -0.2 0.3 0.18
H 3.6067 0.0048 -2.7060 0.0 0.0 -0.1 0.30
H 3.3076 1.3009 -3.9634 0.2 -0.1 0.1 0.42
```
Positions in Å, forces in eV/Å.

Calculated values
ΔE to the lowest compared entry with this formula, charge and spin = 502.3 kJ/mol
largest force on an atom = 13.116 eV/Å
2S+1 = 1
HOMO = 0.065 hartree
Kohn-Sham gap = 1.600 eV
charge = -2
LUMO energy = 0.1234 hartree